# 1
Density functional theory data (ωB97M-V with the def2-TZVPD basis set) for the molecule C2H4NP in a non-equilibrium geometry.

Each line ends with the Mulliken charge.
Atoms and positions in Å:
C  -2.544  -0.081  0.039  -0.46
C  -1.371  -0.142  -0.187  0.17
N  -0.105  -0.168  -0.597  -0.48
P  1.370  0.064  -0.042  0.16
H  -3.515  -0.014  0.425  0.44
H  2.276  -0.966  -0.032  0.07
H  1.888  0.451  1.209  0.04
H  2.001  0.856  -0.815  0.05

<S²>	2.02
E_LUMO (spin up / spin down)	0.97 / -2.64	eV
E_tot	-12909.8739	eV
charge	0
2S+1	3

***

# 2
Density functional theory data (ωB97M-V with the def2-TZVPD basis set) for a structure of composition C26H24AuNO4S in a non-equilibrium geometry.

Each line ends with the Mulliken charge.
Atoms and positions in Å:
Au  -0.013  -0.456  -0.779  0.31
O  1.860  -1.303  1.921  -0.66
C  1.011  -2.432  2.062  2.38
C  0.598  -3.095  0.650  0.33
O  0.118  -4.222  0.659  -0.64
O  0.897  -2.338  -0.405  -0.81
C  -0.245  -1.903  2.736  -0.61
C  -1.436  -2.701  2.703  -0.04
C  -2.671  -2.134  3.032  -0.82
C  -2.741  -0.810  3.449  -0.32
C  -1.620  -0.017  3.435  -0.75
C  -0.361  -0.593  3.121  -0.28
C  1.725  -3.574  2.846  -0.20
C  2.805  -4.265  2.231  -0.58
C  3.662  -4.990  3.011  -0.59
C  3.452  -5.180  4.354  -0.49
C  2.304  -4.664  4.930  -0.72
C  1.407  -3.896  4.175  -0.32
H  2.472  -1.259  1.118  0.54
H  -1.374  -3.736  2.318  0.40
H  -3.530  -2.773  2.955  0.42
H  -3.699  -0.400  3.751  0.39
H  -1.650  1.079  3.628  0.33
H  0.573  -0.024  3.183  0.37
H  3.014  -4.198  1.166  0.38
H  4.485  -5.465  2.504  0.37
H  4.136  -5.741  4.936  0.43
H  2.036  -4.817  5.954  0.40
H  0.457  -3.602  4.545  0.44
N  -0.683  1.425  -1.184  -0.54
S  -0.420  1.821  -2.711  0.38
C  0.267  3.444  -2.646  0.67
C  0.401  4.075  -3.844  -0.51
C  1.238  5.225  -3.879  -0.48
C  1.910  5.608  -2.706  -0.50
C  1.584  5.003  -1.447  -0.42
C  0.765  3.903  -1.409  -0.66
C  -1.940  2.018  -3.562  0.39
C  -2.962  2.767  -2.995  -0.28
C  -4.227  2.634  -3.510  -0.58
C  -4.510  1.962  -4.694  -0.45
C  -3.417  1.301  -5.300  -0.42
C  -2.158  1.244  -4.696  -0.41
H  -1.681  1.438  -0.940  0.30
H  -0.032  3.686  -4.773  0.35
H  1.419  5.831  -4.802  0.33
H  2.778  6.325  -2.749  0.33
H  1.986  5.375  -0.507  0.39
H  0.539  3.348  -0.535  0.63
H  -2.809  3.306  -2.039  0.41
H  -5.006  3.256  -3.023  0.31
H  -5.531  1.874  -5.093  0.39
H  -3.562  0.814  -6.262  0.36
H  -1.351  0.718  -5.166  0.43
O  3.486  0.022  0.203  -0.68
H  3.451  0.970  0.581  0.33
H  2.790  0.119  -0.502  0.28

E_LUMO	-0.58	eV
E_tot	-51556.4605	eV
charge	0

***

# 3
Density functional theory data (ωB97M-V with the def2-TZVPD basis set) for the molecule C19H29N3O3S.

Each line ends with the Mulliken charge.
Atoms and positions in Å:
O  0.022  1.453  3.283  -0.67
C  0.096  2.321  2.444  0.40
C  -0.230  3.785  2.744  -0.61
N  -0.632  4.492  1.542  0.06
C  -0.378  5.923  1.561  -1.03
C  -1.340  6.704  2.460  -0.51
C  -2.777  6.443  2.015  -0.71
C  -3.051  4.941  2.014  -0.55
C  -2.010  4.218  1.153  -0.93
N  0.494  2.155  1.154  -0.06
C  0.890  1.003  0.489  0.78
C  1.033  -0.224  1.139  -0.65
C  1.439  -1.335  0.423  -0.23
C  1.696  -1.227  -0.931  -0.12
S  2.154  -2.676  -1.877  1.30
O  2.995  -2.277  -2.967  -0.73
O  2.612  -3.688  -0.975  -0.69
N  0.726  -3.183  -2.569  -0.40
C  -0.386  -3.492  -1.686  0.70
C  -1.712  -3.377  -2.435  -0.92
C  -2.874  -3.735  -1.511  -0.76
C  -2.701  -5.144  -0.951  -0.65
C  -1.372  -5.262  -0.211  -0.65
C  -0.213  -4.908  -1.136  -0.86
C  1.560  -0.018  -1.587  -0.88
C  1.162  1.098  -0.879  -0.66
H  -0.970  3.802  3.556  0.23
H  0.689  4.236  3.131  0.50
H  0.657  6.086  1.871  0.45
H  -0.483  6.280  0.531  0.35
H  -1.110  7.769  2.403  0.39
H  -1.211  6.386  3.497  0.28
H  -3.478  6.954  2.677  0.34
H  -2.918  6.838  1.005  0.31
H  -4.048  4.735  1.621  0.36
H  -3.014  4.561  3.037  0.28
H  -2.171  3.137  1.195  0.33
H  -2.121  4.540  0.112  0.45
H  0.434  3.011  0.606  0.17
H  0.827  -0.292  2.194  0.53
H  1.578  -2.291  0.902  0.53
H  0.492  -2.583  -3.344  0.38
H  -0.397  -2.781  -0.842  -0.09
H  -1.694  -4.059  -3.288  0.36
H  -1.836  -2.359  -2.814  0.42
H  -3.814  -3.663  -2.061  0.34
H  -2.911  -3.019  -0.687  0.32
H  -2.724  -5.864  -1.772  0.32
H  -3.528  -5.376  -0.277  0.33
H  -1.374  -4.586  0.647  0.34
H  -1.245  -6.279  0.165  0.32
H  -0.180  -5.602  -1.978  0.30
H  0.740  -4.970  -0.614  0.34
H  1.788  0.033  -2.640  0.45
H  1.060  2.052  -1.376  0.40

E_LUMO	0.46	eV
E_tot	-41622.7009	eV
charge	0

***

# 4
Density functional theory data (ωB97M-V with the def2-TZVPD basis set) for a cluster of 7 separate species, C4H22O7 in total in a non-equilibrium geometry.

Each line ends with the Mulliken charge.
Atoms and positions in Å:
C  0.627  2.268  -1.032  -0.50
O  0.532  1.544  -2.262  -0.62
H  -0.322  2.365  -0.504  0.23
H  1.307  1.851  -0.289  0.04
H  1.027  3.273  -1.168  0.46
H  0.271  2.202  -2.910  0.34
C  -1.733  -2.324  1.246  -0.37
O  -0.431  -2.784  0.925  -0.04
H  -2.253  -2.167  0.301  0.31
H  -2.223  -2.961  1.983  0.32
H  -1.616  -1.364  1.748  0.29
H  -0.209  -2.258  0.153  0.43
C  0.902  1.027  2.531  -0.43
O  0.736  1.128  3.962  -0.54
H  1.010  -0.007  2.204  0.14
H  0.045  1.367  1.950  0.16
H  1.789  1.616  2.298  0.34
H  0.518  2.053  4.094  0.32
C  -2.512  0.811  -1.113  -0.09
O  -3.199  1.622  -0.172  -0.50
H  -3.005  -0.141  -1.310  0.31
H  -2.360  1.298  -2.076  0.27
H  -1.556  0.595  -0.634  -0.25
H  -3.074  1.242  0.701  0.30
O  3.103  -0.252  -0.013  -0.56
H  3.522  0.004  -0.834  0.29
H  3.773  -0.751  0.454  0.26
O  0.959  -3.177  -2.710  -0.60
H  1.003  -2.375  -2.189  0.43
H  1.126  -3.880  -2.082  0.30
O  0.541  -0.940  -1.099  -0.76
H  0.407  -0.141  -1.610  0.25
H  1.296  -0.745  -0.543  0.47

<S²>	0.75
E_LUMO (spin up / spin down)	-3.18 / -10.17	eV
E_tot	-18825.4459	eV
charge	+1
2S+1	2

***

# 5
Density functional theory data (ωB97M-V with the def2-TZVPD basis set) for a cluster of 2 separate species, C2H6O in total.

Each line ends with the Mulliken charge.
Atoms and positions in Å:
C  1.160  -0.552  -1.689  0.14
O  2.324  -0.689  -1.445  -0.38
H  0.663  -1.172  -2.475  0.22
H  0.540  0.131  -1.100  0.02
C  -0.945  0.455  1.353  -0.90
H  -0.453  0.917  0.474  0.14
H  -0.368  -0.432  1.626  0.25
H  -1.959  0.156  1.092  0.24
H  -0.962  1.185  2.163  0.27

E_LUMO	0.91	eV
E_tot	-4217.7270	eV
charge	0

***

# 6
Density functional theory data (ωB97M-V with the def2-TZVPD basis set) for a cluster of 7 separate species, C29H40N10P in total in a non-equilibrium geometry.

Each line ends with the Mulliken charge.
Atoms and positions in Å:
C  1.186  -0.845  -1.883  0.25
C  2.349  -0.689  -1.692  -1.49
C  3.760  -0.358  -1.573  0.72
C  4.459  -0.036  -2.925  -0.62
N  5.402  1.081  -2.639  -0.25
C  5.380  1.191  -1.260  -0.16
N  6.412  1.585  -0.504  -0.27
N  4.180  0.785  -0.720  0.24
P  3.011  2.025  -0.318  0.56
N  2.778  3.107  -1.428  -0.69
H  0.177  -1.032  -2.164  0.54
H  4.253  -1.202  -1.080  0.26
H  3.625  0.294  -3.547  0.51
H  4.975  -0.904  -3.325  0.26
H  4.977  1.869  -3.126  0.40
H  7.149  0.911  -0.342  0.23
H  6.505  2.479  -0.042  0.19
H  1.819  1.356  0.043  -0.03
H  3.492  2.652  0.851  0.13
H  3.353  2.903  -2.239  0.26
N  -1.089  -0.153  2.153  -0.12
C  -1.002  -0.702  0.899  0.01
C  -2.170  -1.369  0.651  -0.29
C  -2.997  -1.214  1.797  -0.23
C  -2.305  -0.460  2.705  -1.02
H  -0.372  0.392  2.599  0.34
H  -0.118  -0.569  0.299  -0.08
H  -2.409  -1.908  -0.251  0.40
H  -3.987  -1.613  1.937  0.43
H  -2.569  -0.116  3.691  0.39
N  -6.506  -3.043  0.720  0.07
C  -7.684  -3.656  0.390  -0.69
C  -8.489  -2.726  -0.209  -0.25
C  -7.770  -1.502  -0.247  -0.80
C  -6.549  -1.729  0.330  -0.21
H  -5.731  -3.487  1.177  0.20
H  -7.846  -4.698  0.610  0.43
H  -9.485  -2.903  -0.581  0.42
H  -8.110  -0.564  -0.653  0.46
H  -5.712  -1.073  0.498  0.38
N  -10.376  0.634  2.780  -0.01
C  -11.668  1.031  2.558  -0.44
C  -12.156  0.305  1.506  -0.80
C  -11.119  -0.569  1.078  0.04
C  -10.036  -0.344  1.884  -0.37
H  -9.772  1.002  3.490  0.18
H  -12.125  1.793  3.166  0.38
H  -13.145  0.388  1.088  0.38
H  -11.166  -1.281  0.271  0.33
H  -9.058  -0.792  1.899  0.33
N  6.680  5.670  0.704  -0.02
C  5.345  5.928  0.895  -0.58
C  5.178  6.339  2.190  -0.41
C  6.459  6.332  2.805  -0.39
C  7.364  5.919  1.866  -0.50
H  7.093  5.352  -0.153  0.22
H  4.635  5.799  0.094  0.48
H  4.243  6.616  2.646  0.42
H  6.689  6.602  3.822  0.40
H  8.431  5.782  1.921  0.39
N  1.441  -1.501  3.220  0.15
C  2.575  -1.071  2.586  -0.22
C  3.656  -1.516  3.302  -0.55
C  3.153  -2.249  4.408  -0.67
C  1.785  -2.223  4.328  -0.47
H  0.501  -1.310  2.911  0.25
H  2.514  -0.485  1.682  0.40
H  4.691  -1.339  3.060  0.40
H  3.730  -2.740  5.175  0.40
H  1.030  -2.655  4.962  0.38
N  3.339  -3.140  -5.013  0.04
C  2.821  -2.210  -5.876  -0.53
C  3.530  -2.280  -7.045  -0.43
C  4.511  -3.295  -6.885  -0.38
C  4.367  -3.808  -5.625  -0.52
H  3.014  -3.308  -4.079  0.20
H  1.996  -1.582  -5.583  0.40
H  3.363  -1.674  -7.920  0.43
H  5.238  -3.612  -7.614  0.41
H  4.905  -4.587  -5.111  0.38

E_LUMO	-6.10	eV
E_tot	-54898.1006	eV
charge	+1